Computed, not measured: a structure of composition C39H35N7O2SeTc in a non-equilibrium geometry, with ωB97M-V with the def2-TZVPD basis set.

XYZ file:
```
85
Properties=species:S:1:pos:R:3:forces:R:3
Tc 0.219727 -0.386517 -0.116367 0.5 -0.2 0.6
O -5.283357 3.300575 -1.876599 -0.1 -0.1 0.4
C -5.061983 2.896639 -0.709856 0.3 0.4 -1.3
O -5.582096 3.147814 0.374713 -0.2 -0.2 0.4
C -3.858469 1.936242 -0.688317 -0.3 -0.3 0.7
C -3.851205 0.849895 0.194540 0.1 0.4 -0.3
C -2.755313 0.021333 0.221909 0.6 -0.1 -0.1
N -1.661451 0.275732 -0.532927 -0.7 0.4 -0.3
C -1.659370 1.335700 -1.395909 -0.4 -0.3 0.4
C -2.763975 2.158417 -1.507425 0.3 -0.2 -0.1
C -0.431970 1.487056 -2.197942 0.4 0.0 -0.2
C -0.293077 2.415357 -3.227571 -0.2 -0.1 0.1
C 0.862754 2.430523 -3.981396 0.2 -0.1 0.0
C 1.864313 1.505601 -3.697258 -0.1 0.1 -0.1
C 1.678923 0.627341 -2.652114 0.0 0.0 0.2
N 0.571577 0.626974 -1.892900 -0.2 -0.1 -0.3
C -1.777717 -1.207639 2.085250 0.0 0.0 -0.1
C -2.213760 -1.527204 3.374382 0.0 0.0 0.0
C -1.310842 -1.615156 4.409717 0.0 0.0 0.0
C 0.028592 -1.355980 4.153354 0.0 0.0 0.0
C 0.389602 -1.022878 2.869223 0.0 -0.1 0.0
N -0.475669 -0.956902 1.840645 -0.1 0.0 0.0
H -4.686785 0.702049 0.860970 0.0 0.1 0.0
H -2.801819 2.972635 -2.216758 -0.1 0.0 0.1
H -1.093756 3.110921 -3.437176 0.0 0.0 0.0
H 0.980427 3.140625 -4.790267 0.0 0.0 0.0
H 2.776405 1.467623 -4.278089 0.0 0.0 0.0
H 2.425031 -0.110968 -2.384180 0.0 0.0 0.0
H -3.267246 -1.680355 3.547101 0.0 0.0 0.0
H -1.648660 -1.863053 5.407602 0.0 0.0 0.0
H 0.780173 -1.401167 4.928545 0.0 0.0 0.0
H 1.421568 -0.818383 2.620582 0.0 0.0 0.0
C 4.131731 1.182816 0.909775 0.0 0.0 0.0
C 4.970569 0.075669 0.792289 0.0 0.0 0.0
C 4.429003 -1.147195 0.463581 0.0 0.0 0.0
C 3.051925 -1.268777 0.261455 0.0 0.0 0.0
N 2.247519 -0.185045 0.377108 0.1 0.1 0.0
C 2.786332 1.007668 0.684341 0.0 -0.1 0.0
C 2.320948 -2.469879 -0.110959 0.1 0.0 0.1
C 2.903745 -3.740062 -0.194744 0.0 0.0 0.0
C 2.133533 -4.830449 -0.537218 0.0 0.0 0.0
C 0.770865 -4.645635 -0.793099 0.0 0.0 0.0
C 0.195192 -3.393071 -0.709421 0.0 0.1 0.0
C 0.948770 -2.256573 -0.370566 0.0 0.2 -0.2
H 4.512868 2.162227 1.160952 0.0 0.0 0.0
H 6.036763 0.176805 0.948390 0.0 0.0 0.0
H 5.058899 -2.018644 0.352700 0.0 0.0 0.0
H 2.090576 1.837170 0.746353 0.0 0.0 0.0
H 3.958902 -3.876815 0.016225 0.0 0.0 0.0
H 2.575314 -5.816352 -0.600733 0.0 0.0 0.0
H 0.158062 -5.497623 -1.065132 0.0 0.0 0.0
H -0.860936 -3.286282 -0.926759 0.0 0.0 0.0
C -3.846685 -2.391053 -0.734409 0.0 0.0 0.0
C -3.698790 -2.231266 0.780730 0.0 0.0 0.0
C -5.077185 -1.934915 1.388109 0.0 0.0 0.0
C -3.163965 -3.557080 1.337867 0.0 0.0 0.0
N -2.695152 -1.141531 1.027673 0.0 0.0 0.1
H -4.592418 -3.160098 -0.941961 0.0 0.0 0.0
H -2.901980 -2.689636 -1.188681 0.0 0.0 0.0
H -4.174169 -1.469933 -1.216114 0.0 0.0 0.0
H -5.669474 -2.852166 1.407363 0.0 0.0 0.0
H -5.628220 -1.203870 0.797382 0.0 0.0 0.0
H -5.002334 -1.560027 2.409219 0.0 0.0 0.0
H -3.683135 -4.372613 0.833213 0.0 0.0 0.0
H -3.339209 -3.670162 2.407089 0.0 0.0 0.0
H -2.095110 -3.670672 1.148072 0.0 0.0 0.0
C 1.362390 -1.605455 -5.495068 0.0 0.0 0.0
N 0.246385 -0.709200 -5.702121 0.0 0.0 0.1
C -0.915153 -0.730527 -4.990324 0.0 0.1 -0.1
Se -1.394125 -1.850311 -3.645042 0.0 0.0 0.0
N -1.674132 0.287060 -5.481603 0.0 0.0 0.1
C -1.007626 0.969993 -6.484281 0.0 0.0 0.0
C -1.351011 2.057498 -7.266517 0.0 0.1 0.0
C -0.413596 2.486600 -8.198455 0.0 0.0 0.0
C 0.815813 1.843527 -8.342277 0.0 0.0 0.0
C 1.154604 0.746562 -7.558477 0.0 0.0 0.0
C 0.221935 0.327507 -6.626168 0.0 0.0 0.0
H 1.183566 -2.155705 -4.573454 0.0 0.0 0.0
H 2.281931 -1.025508 -5.408872 0.0 0.0 0.0
H 1.451736 -2.308194 -6.324188 0.0 0.0 0.0
H -2.585483 0.484033 -5.104273 0.0 0.0 0.0
H -2.305706 2.555296 -7.155972 0.0 0.0 0.0
H -0.645890 3.334133 -8.829648 0.0 0.0 0.0
H 1.517844 2.201639 -9.083423 0.0 0.0 0.0
H 2.106090 0.243772 -7.673206 0.0 0.0 0.0
```
Positions in Å, forces in eV/Å.

## Properties
energy = -4523.22714 Eh
HOMO (spin up / spin down) = -0.259 / -0.243 hartree
E_LUMO (spin up / spin down) = -0.659 / -0.687 eV
2S+1 = 2
⟨S²⟩ = 0.76
M = 810.72 g/mol

Results of the Löwdin charge analysis, in e, for atoms 1 through 8: 1.2416, -0.0398, -0.7040, -0.0006, -0.0610, 0.0776, -0.2503, 0.0074